1.
Density functional theory data (wB97M-V/def2-TZVPD) for C3HFFeO2 as an isolated structure in a non-equilibrium geometry.

XYZ file:
```
8
Properties=species:S:1:pos:R:3:forces:R:3
F 0.170578 -0.810867 -1.807625 -0.3287 1.4020 0.2996
O 1.549835 -0.028482 -0.252833 -0.7195 0.1600 -1.9795
C 1.545139 0.369661 1.038163 -0.4699 0.6592 0.8626
C 0.301799 -0.099090 -0.753947 3.3340 -3.6518 1.2673
O 0.235285 0.645623 1.298579 0.4509 0.7383 0.5621
C -0.583722 0.271933 0.271530 -2.7030 -0.8697 -3.5188
Fe -2.110759 -1.246789 0.859140 0.5906 0.9164 -0.1384
H -1.108155 0.898012 -0.653006 -0.1545 0.6455 2.6450
```
Positions in Å, forces in eV/Å.

Net charge = +2
2S+1 = 5
<S²> = 6.007
Gap between HOMO and LUMO (alpha / beta) = 6.58 / 5.45 eV
E_LUMO (alpha / beta) = -12.94 / -14.06 eV
HOMO (alpha / beta) = -19.520 / -19.516 eV

Atomic partial charges in e from the Löwdin method, atoms 1 to 2: 0.30, 0.19



2.
Density functional theory data (wB97M-V/def2-TZVPD) for a 3-piece molecular cluster, C12H26N3O7 overall.

XYZ file:
```
48
Properties=species:S:1:pos:R:3:forces:R:3
N -2.676166 2.858366 -3.914357 -0.7200 0.2348 0.0924
C -3.368784 1.641859 -4.045215 0.1752 -0.4481 0.0723
N -3.086152 0.898081 -5.110539 -0.1352 -0.0032 0.2289
N -4.211843 1.212596 -3.124258 -0.1620 0.7602 -0.4460
C -5.355294 0.311390 -3.361541 -0.2456 -0.0972 0.4489
C -6.624881 1.126369 -3.504857 0.3010 0.6526 -0.3313
C -6.864841 1.827912 -4.782788 0.1500 -0.5018 0.4770
O -7.552145 0.626207 -4.430250 0.0034 -0.0407 0.0570
H -3.328522 3.640284 -3.880394 0.0475 0.0318 -0.0268
H -2.177923 2.870667 -3.023812 0.3102 -0.0568 -0.1731
H -3.083947 -0.108335 -5.055836 -0.5081 -0.0249 -0.2519
H -2.880678 1.349862 -5.987585 0.7036 -0.0054 0.1576
H -4.391946 1.908145 -2.409433 0.2429 -0.2325 0.2649
H -5.452872 -0.329083 -2.486666 0.1736 -0.2701 -0.1675
H -5.213671 -0.278102 -4.262022 0.1214 -0.0582 0.0554
H -6.998190 1.579334 -2.590061 -0.2641 -0.2123 0.0196
H -6.087307 1.697746 -5.530372 -0.2747 0.1748 -0.2894
H -7.496396 2.705658 -4.802923 0.1420 0.0897 -0.1176
C 2.133391 -0.189881 1.266797 0.1024 0.0364 -0.1782
C 0.712482 0.309932 1.163632 -0.0095 -0.1636 0.2889
O 0.552914 1.270508 0.092482 -0.0263 0.0207 -0.0405
C 0.487504 0.763888 -1.125632 0.0334 -0.0110 0.0220
O 0.491426 -0.398704 -1.436308 -0.0480 0.0145 -0.0017
O 0.388912 1.784445 -1.998924 -0.0801 0.0321 -0.0088
C 0.391092 1.380300 -3.367505 -0.0787 0.0849 -0.1332
H 2.826325 0.644930 1.371294 -0.0147 0.0012 0.0856
H 2.239456 -0.838788 2.136262 0.0055 0.0266 0.0255
H 2.416669 -0.756581 0.380545 -0.0465 -0.0370 0.0115
H 0.426408 0.855490 2.059850 -0.0034 0.0947 -0.0598
H 0.004724 -0.506364 1.022004 0.0218 0.0031 -0.1177
H -0.372573 0.620982 -3.540291 0.0657 -0.0644 -0.0248
H 1.360912 0.988499 -3.666944 0.0008 -0.0652 0.0790
H 0.168253 2.275425 -3.942321 0.0472 0.0174 0.0102
C 6.517027 -1.365376 6.866458 0.0194 -0.1024 -0.1366
C 5.126543 -0.840449 6.589476 0.0380 0.1197 0.2137
O 4.679825 -1.171403 5.259340 -0.0178 -0.0136 -0.0238
C 4.270121 -2.426187 5.093647 0.0106 0.0279 -0.0026
O 4.208643 -3.277741 5.940622 0.0026 0.0018 -0.0084
O 3.923961 -2.583358 3.811406 -0.0248 -0.0018 -0.0202
C 3.521391 -3.914679 3.470936 -0.0518 -0.0121 -0.0763
H 7.215753 -1.010434 6.108323 0.0099 0.0540 0.0358
H 6.855263 -1.019090 7.842950 -0.0039 0.0165 0.0008
H 6.530636 -2.454009 6.863530 -0.0286 0.0007 0.0414
H 5.110126 0.247111 6.617911 -0.0201 0.0011 -0.0841
H 4.404518 -1.212628 7.315447 -0.0040 -0.0839 -0.0475
H 2.736827 -4.264464 4.138053 0.0263 -0.0073 0.0317
H 4.372458 -4.591534 3.518367 -0.0083 -0.0103 0.0532
H 3.150570 -3.858794 2.451504 0.0218 0.0265 -0.0058
```
Positions in Å, forces in eV/Å.

Net charge = +1
Gap between HOMO and LUMO = 8.18 eV
E_LUMO = -3.94 eV
HOMO = -12.123 eV

Atomic partial charges in e from the Löwdin method, atoms 1 to 2: 0.15, -0.40



Looking at energy relative to the best compared isomer or geometry (same formula, charge and spin) for the records above, in order, we have 171.9 0.0 kJ/mol.